(1)
{
  "formula": "C39H50Cl3EuFGeNO5S",
  "method": "ωB97M-V/def2-TZVPD",
  "symbols": ["Eu", "Cl", "C", "C", "C", "Cl", "C", "O", "C", "Cl", "C", "H", "H", "N", "C", "C", "C", "C", "C", "C", "S", "O", "O", "O", "H", "H", "H", "H", "H", "H", "C", "C", "C", "C", "C", "C", "C", "C", "C", "C", "C", "C", "O", "H", "H", "H", "H", "H", "H", "H", "H", "H", "H", "H", "H", "H", "H", "H", "H", "H", "C", "C", "C", "C", "Ge", "C", "C", "C", "C", "H", "H", "H", "H", "H", "H", "H", "H", "H", "H", "H", "H", "H", "H", "H", "H", "H", "H", "H", "F", "C", "C", "C", "C", "C", "C", "C", "H", "H", "H", "H", "H", "H"],
  "xyz": [[0.53471, 0.13009, -0.07459], [4.99662, -0.79396, 5.92798], [4.28622, -0.73087, 4.42153], [2.93543, -0.40654, 4.32992], [2.30299, -0.53109, 3.11946], [0.60633, -0.22657, 3.18220], [3.00542, -0.84734, 1.90728], [2.36181, -0.89326, 0.77326], [4.43058, -1.08562, 1.99300], [5.45622, -1.41457, 0.71179], [5.00566, -1.06257, 3.24400], [2.41324, -0.12331, 5.23218], [6.06203, -1.22249, 3.31301], [0.41721, -0.37063, -2.74178], [1.75590, -0.37316, -3.21995], [2.61535, -1.33221, -2.67853], [3.96073, -1.34642, -3.02817], [4.41528, -0.45954, -4.01985], [3.56146, 0.57638, -4.53147], [2.23070, 0.57809, -4.17317], [6.02312, -0.60745, -4.78084], [6.53278, 0.76967, -4.88583], [5.65308, -1.01211, -6.13747], [6.80879, -1.53118, -3.99958], [-0.20545, 0.31837, -3.16745], [-0.03679, -1.29629, -2.73021], [2.24915, -2.04736, -1.93269], [4.69476, -2.02885, -2.61657], [4.01336, 1.34212, -5.17290], [1.54777, 1.33115, -4.60049], [-2.01649, 3.41743, 1.56955], [-1.60922, 4.07661, 0.21548], [-1.85356, 3.31265, -1.09332], [-0.19847, 4.64924, 0.28819], [-0.04237, 6.03501, 0.22297], [1.19701, 6.67533, 0.17460], [2.31750, 5.85128, 0.18164], [2.26025, 4.47812, 0.27655], [3.60284, 3.75159, 0.27129], [4.00298, 3.27814, 1.68512], [3.71911, 2.72093, -0.87994], [0.98801, 3.80352, 0.34477], [0.90204, 2.49680, 0.43491], [-3.08927, 3.20994, 1.53403], [-1.86747, 4.15016, 2.38068], [-1.43787, 2.52479, 1.84145], [-2.23925, 4.96773, 0.10650], [-1.28015, 2.37745, -1.10739], [-1.57093, 3.93333, -1.97428], [-2.92765, 3.07097, -1.19524], [-0.95708, 6.64675, 0.21727], [1.29922, 7.75738, 0.09542], [3.30483, 6.29936, 0.05822], [4.29387, 4.56140, 0.00538], [3.25015, 2.60334, 2.11847], [4.05615, 4.14884, 2.34596], [4.97381, 2.78817, 1.61420], [3.21709, 1.78449, -0.65298], [4.76857, 2.51479, -1.14601], [3.23997, 3.16483, -1.77900], [-6.69998, 2.38364, -1.50894], [-5.59480, 1.38979, -1.87161], [-4.89262, 0.77888, -0.61954], [-3.74484, -0.18059, -1.00512], [-2.42218, -0.75434, 0.44569], [-3.55935, -1.85433, 1.71173], [-4.08640, -3.17152, 1.15397], [-4.99052, -3.90368, 2.18890], [-6.17557, -3.00838, 2.67304], [-7.35246, 2.61986, -2.33522], [-6.31759, 3.32391, -1.07137], [-7.35473, 1.96147, -0.71470], [-4.85885, 1.86121, -2.52421], [-6.03918, 0.55038, -2.41741], [-5.67396, 0.21843, -0.06623], [-4.55226, 1.59822, 0.01159], [-3.06871, 0.27683, -1.74421], [-4.15398, -1.12841, -1.41799], [-0.75822, -1.84517, -0.45665], [-4.38298, -1.19038, 1.98631], [-2.90062, -2.00654, 2.58020], [-3.25877, -3.83895, 0.91612], [-4.64002, -2.96382, 0.22845], [-4.40734, -4.19904, 3.08887], [-5.39921, -4.81404, 1.77555], [-5.77590, -2.23922, 3.36882], [-6.95209, -3.57766, 3.19764], [-6.66451, -2.46652, 1.84179], [0.26224, -8.48249, -0.78790], [0.31035, -7.25241, -0.19822], [-0.77037, -6.82599, 0.60091], [-0.72900, -5.58027, 1.19118], [0.44930, -4.73100, 1.04422], [0.55704, -3.50398, 1.66792], [1.53489, -5.23886, 0.22618], [1.44658, -6.47496, -0.39670], [-1.62625, -7.48223, 0.70268], [-1.58095, -5.22645, 1.78559], [1.48817, -2.92172, 1.66726], [-0.26702, -3.04236, 2.19604], [2.40329, -4.59745, 0.08787], [2.26127, -6.81269, -1.02110]],
  "total_charge": 0,
  "e_above_lowest_kj_mol": 619.2,
  "gap_ev": [5.35, 2.90],
  "total_energy_ev": -179940.5316,
  "homo_energy_ev": [-7.16, -7.16],
  "multiplicity": 7,
  "fmax_ev_per_a": 3.2
}

---

(2)
{
  "formula": "C57H136B4F16N7O8",
  "method": "ωB97M-V/def2-TZVPD",
  "symbols": ["C", "O", "C", "C", "N", "H", "H", "C", "C", "O", "C", "H", "H", "H", "H", "H", "H", "H", "H", "H", "H", "H", "H", "H", "H", "C", "O", "C", "C", "N", "H", "H", "C", "C", "O", "C", "H", "H", "H", "H", "H", "H", "H", "H", "H", "H", "H", "H", "H", "H", "C", "O", "C", "C", "N", "H", "H", "C", "C", "O", "C", "H", "H", "H", "H", "H", "H", "H", "H", "H", "H", "H", "H", "H", "H", "C", "O", "C", "C", "N", "H", "H", "C", "C", "O", "C", "H", "H", "H", "H", "H", "H", "H", "H", "H", "H", "H", "H", "H", "H", "C", "C", "C", "C", "N", "C", "C", "C", "C", "C", "C", "C", "H", "H", "H", "H", "H", "H", "H", "H", "H", "H", "H", "H", "H", "H", "H", "H", "H", "H", "H", "H", "H", "H", "H", "H", "C", "C", "C", "C", "N", "C", "C", "C", "C", "C", "C", "C", "H", "H", "H", "H", "H", "H", "H", "H", "H", "H", "H", "H", "H", "H", "H", "H", "H", "H", "H", "H", "H", "H", "H", "H", "C", "C", "C", "C", "N", "C", "C", "C", "C", "C", "C", "C", "H", "H", "H", "H", "H", "H", "H", "H", "H", "H", "H", "H", "H", "H", "H", "H", "H", "H", "H", "H", "H", "H", "H", "H", "B", "F", "F", "F", "F", "B", "F", "F", "F", "F", "B", "F", "F", "F", "F", "B", "F", "F", "F", "F"],
  "xyz": [[0.92688, -2.19779, -10.43367], [0.23301, -2.59085, -9.25962], [-1.05310, -3.07199, -9.47332], [-1.46005, -3.61686, -8.14060], [-0.38268, -4.51348, -7.62659], [-0.13585, -5.08874, -8.42941], [0.43181, -4.01813, -7.26911], [-0.86799, -5.46822, -6.57132], [-1.21106, -4.70576, -5.29512], [-0.14179, -3.81288, -5.07388], [-0.28435, -2.80836, -4.01944], [1.14539, -3.11270, -11.01580], [1.82795, -1.79320, -10.01830], [0.38666, -1.42557, -11.00252], [-1.05324, -3.90681, -10.20341], [-1.74789, -2.29703, -9.74232], [-2.37887, -4.18516, -8.12502], [-1.54165, -2.80719, -7.42358], [-0.09792, -6.17773, -6.33043], [-1.77344, -5.96838, -6.87078], [-1.29970, -5.46408, -4.50733], [-2.16643, -4.16951, -5.41462], [0.44829, -2.00587, -4.17532], [-0.00550, -3.25362, -3.03326], [-1.31802, -2.49698, -4.08463], [4.59021, -4.32985, 4.95914], [4.78349, -5.10355, 3.80132], [4.04427, -6.35418, 3.80186], [3.36434, -6.42048, 2.43960], [4.41183, -6.00325, 1.47293], [4.60703, -5.03873, 1.66022], [5.26590, -6.45752, 1.75337], [3.98714, -6.01874, 0.07285], [2.93045, -4.98871, -0.07727], [3.47009, -3.78139, 0.39683], [3.60224, -2.86479, -0.63746], [4.88437, -4.85241, 5.88245], [3.57303, -3.97760, 5.11973], [5.25362, -3.48410, 4.82747], [3.37764, -6.36236, 4.63571], [4.75471, -7.22925, 3.89204], [2.54423, -5.71315, 2.42972], [2.99252, -7.41964, 2.22795], [3.58280, -6.99891, -0.16153], [4.79712, -5.74373, -0.59908], [2.00556, -5.29566, 0.47193], [2.66481, -4.94733, -1.16603], [2.60033, -2.51232, -0.90234], [4.13228, -3.31684, -1.51691], [4.11811, -1.96355, -0.30851], [9.67400, 1.71898, -3.16096], [9.28509, 2.62553, -2.14012], [10.46275, 3.21516, -1.59661], [10.07320, 4.36115, -0.68824], [9.06020, 3.85862, 0.29926], [8.41206, 3.26934, -0.21878], [9.56000, 3.27246, 0.99105], [8.31915, 4.92515, 1.10536], [7.05966, 4.39005, 1.81387], [6.27385, 3.68932, 0.92972], [4.97605, 4.22203, 0.63643], [10.32825, 0.96730, -2.65290], [10.28676, 2.28367, -3.86193], [8.82108, 1.23966, -3.67497], [10.96627, 3.67206, -2.47014], [11.15561, 2.54315, -1.02957], [9.54771, 5.07817, -1.31600], [10.97235, 4.72398, -0.22556], [7.95387, 5.59239, 0.33355], [8.94894, 5.44093, 1.80558], [6.47009, 5.21627, 2.18209], [7.37132, 3.77728, 2.68475], [4.97534, 4.88300, -0.23794], [4.51928, 4.83150, 1.41523], [4.24819, 3.43230, 0.58407], [0.10441, 7.94552, 2.34370], [0.76302, 9.21166, 2.13859], [0.46893, 9.75419, 0.85370], [1.77276, 10.09604, 0.08244], [2.70356, 8.91384, 0.30481], [2.68756, 8.59734, 1.25981], [2.23236, 8.18567, -0.27389], [4.09042, 9.06368, -0.23873], [5.04962, 9.48560, 0.82708], [4.89316, 8.52029, 1.85505], [5.30719, 8.80164, 3.18715], [0.45610, 7.24880, 1.58446], [-0.94721, 8.07956, 2.21877], [0.33979, 7.61660, 3.35163], [-0.10171, 10.66335, 0.95638], [-0.14917, 9.09676, 0.24397], [2.25397, 11.01624, 0.40625], [1.54122, 10.16560, -0.99139], [4.00978, 9.76805, -1.04185], [4.31925, 8.09461, -0.60817], [4.85701, 10.49595, 1.25008], [6.10707, 9.49455, 0.49118], [5.51629, 7.83499, 3.61178], [4.58244, 9.35865, 3.78858], [6.23035, 9.38635, 3.22838], [1.27692, 4.31373, 3.38838], [1.32980, 3.03604, 2.50815], [0.36920, 1.87098, 2.85968], [0.91072, 0.62942, 2.08702], [0.05580, -0.61589, 2.11356], [0.85454, -1.76980, 1.43239], [-0.20776, -2.78199, 0.95498], [-1.47948, -1.90571, 0.70887], [-1.14278, -0.46843, 1.15938], [-0.34836, -1.13741, 3.46770], [-1.58319, -0.63969, 4.25042], [-1.34093, -1.24076, 5.64337], [1.90813, 5.06588, 2.92048], [1.63985, 4.02429, 4.37689], [0.28502, 4.75675, 3.51774], [2.34838, 2.61965, 2.58531], [1.13119, 3.38413, 1.51822], [-0.65923, 2.13820, 2.53561], [0.33220, 1.65879, 3.93550], [1.81180, 0.30169, 2.64617], [1.13367, 0.88511, 1.04786], [1.47575, -2.10484, 2.26188], [1.42807, -1.32103, 0.62906], [-0.35454, -3.69144, 1.56045], [0.13829, -3.07262, -0.03237], [-2.35434, -2.28982, 1.20521], [-1.77742, -1.79599, -0.31767], [-1.92867, 0.14607, 1.59838], [-0.72533, 0.11021, 0.31362], [0.62238, -1.00606, 3.95279], [-0.43825, -2.22489, 3.36447], [-2.45244, -1.05279, 3.73600], [-1.79036, 0.41308, 4.42023], [-1.18262, -2.32968, 5.47356], [-2.22522, -1.15611, 6.31788], [-0.36991, -0.85873, 6.06150], [-2.78693, 0.36903, -3.05042], [-4.31584, 0.36848, -2.97377], [-4.96575, 1.42878, -3.84178], [-4.79190, 1.08783, -5.31050], [-5.57607, 2.08484, -6.23827], [-5.43051, 1.61089, -7.67412], [-4.04294, 2.02362, -8.10446], [-3.55934, 3.04758, -7.06663], [-4.78500, 3.38944, -6.29456], [-6.99006, 2.29236, -5.87740], [-7.73395, 0.94788, -5.74073], [-9.13832, 1.14503, -5.10866], [-2.32303, 1.25864, -2.67099], [-2.29940, 0.27615, -4.01405], [-2.48233, -0.46105, -2.42014], [-4.67787, 0.62264, -1.97925], [-4.74866, -0.62142, -3.01503], [-4.27755, 2.25653, -3.67854], [-5.96638, 1.70165, -3.47023], [-5.19334, 0.12841, -5.59208], [-3.76214, 1.14254, -5.60202], [-6.09353, 2.24922, -8.28576], [-5.75868, 0.56422, -7.74459], [-4.10232, 2.47033, -9.08241], [-3.38083, 1.14571, -8.16695], [-3.26115, 3.96982, -7.58627], [-2.66161, 2.69385, -6.56183], [-5.38328, 4.08835, -6.83357], [-4.68719, 3.77737, -5.25673], [-7.39529, 2.96407, -6.66376], [-6.97624, 2.82041, -4.91603], [-7.15272, 0.30074, -5.03974], [-7.80840, 0.44566, -6.73592], [-9.71903, 1.87696, -5.69658], [-9.10827, 1.43666, -4.07052], [-9.70592, 0.20423, -5.22512], [-2.09341, -5.90594, 9.19678], [-3.37291, -6.03908, 8.34236], [-3.30655, -5.20019, 7.06358], [-4.54752, -5.39731, 6.18539], [-4.56169, -4.64854, 4.83531], [-5.63563, -5.08295, 3.93742], [-5.24088, -4.59174, 2.52152], [-3.70239, -4.71216, 2.53881], [-3.31232, -4.87515, 4.00149], [-4.72875, -3.10575, 4.95825], [-6.00528, -2.56664, 5.55730], [-5.97041, -1.08865, 5.97801], [-1.18531, -6.16884, 8.71148], [-2.23802, -6.53583, 10.08046], [-2.04422, -4.83921, 9.50747], [-4.23878, -5.75272, 8.92307], [-3.59460, -7.08150, 8.10364], [-2.39975, -5.35923, 6.49137], [-3.37614, -4.15120, 7.34158], [-5.41696, -5.20327, 6.81645], [-4.62697, -6.44297, 5.89545], [-6.63460, -4.78266, 4.21033], [-5.61141, -6.18144, 3.90031], [-5.50671, -3.56140, 2.34904], [-5.71018, -5.21978, 1.80336], [-3.26440, -3.80419, 2.14988], [-3.40913, -5.60554, 2.03806], [-2.40929, -4.26548, 4.25753], [-3.10576, -5.94798, 4.14388], [-4.71051, -2.78978, 3.92593], [-3.86542, -2.71193, 5.44853], [-6.23753, -3.13492, 6.44231], [-6.83304, -2.77417, 4.90583], [-5.62532, -0.57524, 5.06173], [-5.15300, -0.95327, 6.70245], [-6.89703, -0.66450, 6.29502], [1.10136, -0.22875, -1.84117], [2.36876, -0.19345, -1.19640], [0.24577, 0.78970, -1.34017], [1.21573, -0.08455, -3.28371], [0.56076, -1.54142, -1.59503], [-5.24812, -0.82538, 1.73272], [-4.52482, -1.89971, 1.15733], [-4.34271, 0.08719, 2.52809], [-5.84562, -0.07568, 0.70749], [-6.25495, -1.42069, 2.62535], [0.19655, -5.25868, 4.10835], [-0.33032, -6.38961, 4.74057], [1.60473, -5.27471, 4.03717], [-0.21272, -5.23592, 2.71777], [-0.18968, -4.08732, 4.74383], [2.15513, 5.62669, -0.45969], [1.49167, 4.40546, -0.56901], [3.32246, 5.68934, -1.37062], [1.34618, 6.83381, -0.83091], [2.63470, 5.81697, 0.87979]],
  "total_charge": 3,
  "gap_ev": 9.50,
  "total_energy_ev": -134309.5362,
  "homo_energy_ev": -14.34,
  "fmax_ev_per_a": 3.0
}

---

(3)
{
  "formula": "C4H6N2O",
  "method": "ωB97M-V/def2-TZVPD",
  "symbols": ["C", "C", "N", "C", "C", "O", "N", "H", "H", "H", "H", "H", "H"],
  "xyz": [[2.07867, -0.30006, 0.17157], [0.65134, -0.01187, -0.11159], [0.04672, -0.36901, -1.25304], [-1.18940, 0.10947, -1.11634], [-1.44952, 0.68446, 0.13215], [-2.28449, -0.38404, 0.69267], [-0.16702, 0.63462, 0.72885], [2.43752, -1.00796, -0.57793], [2.20262, -0.73570, 1.16866], [2.67194, 0.61533, 0.11204], [-1.98369, -0.08815, -1.82770], [-3.16405, -0.27781, 0.32691], [0.14937, 1.13071, 1.55376]],
  "total_charge": 0,
  "e_above_lowest_kj_mol": 295.2,
  "gap_ev": [8.04, 8.04],
  "total_energy_ev": -9270.4423,
  "homo_energy_ev": [-7.77, -7.77],
  "smiles": "Cc1ncc(O)[nH]1",
  "fmax_ev_per_a": 2.0
}

---

(4)
{
  "formula": "C4H13N2P",
  "method": "ωB97M-V/def2-TZVPD",
  "symbols": ["C", "C", "C", "C", "N", "N", "P", "H", "H", "H", "H", "H", "H", "H", "H", "H", "H", "H", "H", "H"],
  "xyz": [[-0.14072, -0.44455, -1.87909], [0.53621, 0.08065, -0.63776], [-1.09071, -2.67018, -1.00843], [1.12653, 0.90305, 1.99623], [-0.26076, -1.88793, -1.99156], [0.67374, 0.99028, 3.42732], [-0.47569, 0.28093, 0.91571], [-1.23912, -0.00938, -1.82630], [0.26746, -0.18963, -2.79470], [1.45259, -0.57386, -0.34984], [0.89706, 1.10980, -0.84107], [-1.98122, -2.98791, -1.36625], [-0.60065, -2.89616, -0.12234], [1.55976, 1.91722, 1.84231], [1.80292, 0.10372, 1.85386], [-0.67409, -2.05590, -2.87537], [0.64515, -2.34947, -2.03146], [0.22196, 1.81877, 3.75252], [1.49251, 0.98655, 4.07500], [0.25889, 0.09024, 3.72292]],
  "total_charge": 2,
  "e_above_lowest_kj_mol": 372.7,
  "gap_ev": [8.70, 7.95],
  "total_energy_ev": -16607.0640,
  "homo_energy_ev": [-17.43, -16.26],
  "fmax_ev_per_a": 4.7
}